DFT (ωB97M-V/def2-TZVPD) results for a molecular structure, C9H9P.

Values from the calculation:
Energy ... -18765.259 eV
ΔE to the lowest compared entry with this formula, charge and spin ... 0.0 kcal per mole
F_max ... 0.097 hartree/bohr
Orbital gap ... 9.3075 eV
Charge ... 0

Cartesian coordinates (Å):
C 1.76492 2.04928 0.07753
C 2.54681 0.91455 -0.06818
C 0.37618 1.95587 0.11992
C 1.97722 -0.34673 -0.18537
C -0.13237 0.69673 0.00381
C 0.59550 -0.46078 -0.14669
C -1.98213 -0.03782 0.08252
C -0.22109 -1.71750 -0.28258
C -1.61014 -1.44225 0.33343
P -3.25817 0.98005 -0.13829
H 2.23707 3.01801 0.16429
H 3.62402 1.01067 -0.08835
H -0.25064 2.82583 0.24202
H 2.60536 -1.22065 -0.29432
H -0.34100 -1.94106 -1.34745
H 0.25742 -2.57578 0.19116
H -1.55109 -1.58265 1.42092
H -2.35584 -2.13852 -0.05591
H -4.28204 0.01276 -0.02846